Entry from the Open Molecules 2025 dataset: a cluster of 2 separate species, H2N3O2S in total at a distorted geometry (ωB97M-V with the def2-TZVPD basis set).

Molecular weight = 108.1 g/mol
Total charge = -1
Energy above the lowest of the compared OMol25 structures with the same formula, charge and spin = 378.4 kJ/mol
Calculated total energy = -19427.38068 eV
HOMO-LUMO gap (spin up / spin down) = 6.70 / 6.70 eV

```
8
Properties=species:S:1:pos:R:3:nbo_charge:R:1
H 0.313 1.340 1.038 0.3132
N -0.619 -0.422 -0.488 0.0719
O -1.442 0.469 -0.848 -0.4691
N 0.736 -0.335 -0.886 0.2119
H 0.898 -0.108 1.645 0.3100
O 0.985 0.617 -1.605 -0.3547
N 0.126 0.436 1.431 -0.9305
S -0.998 -1.995 -0.288 -0.1529
```